# 1
{
  "formula": "C2H3N3OS",
  "method": "ωB97M-V with the def2-TZVPD basis set",
  "symbols": ["N", "C", "C", "N", "O", "N", "S", "H", "H", "H"],
  "xyz": [[-1.201, 2.475, -0.334], [-0.392, 1.685, -0.197], [0.429, 0.540, 0.150], [1.664, 0.674, -0.284], [2.322, -0.555, -0.478], [-0.153, -0.827, 0.471], [-1.437, -1.121, -0.499], [1.695, -1.533, -0.479], [-0.297, -0.845, 1.432], [-2.630, -0.492, 0.218]],
  "forces_ev_per_a": [[-0.7230, 1.0492, -0.4369], [0.3624, -1.4383, 1.6255], [1.8889, -0.9797, -1.4033], [-1.7564, -3.2631, 0.2483], [-1.4725, -2.0725, 0.2147], [2.0965, 3.7255, -1.5671], [-4.1209, -0.2247, 0.1187], [1.7135, 4.6799, 0.4856], [-0.3463, -0.5744, 2.0091], [2.3577, -0.9019, -1.2945]],
  "total_charge": 0,
  "e_lumo_ev": -0.22,
  "e_above_lowest_kcal_mol": 95.86,
  "homo_lumo_gap_ha": 0.3510
}

***

# 2
{
  "formula": "C5H10F6GaNO4PSTm",
  "method": "ωB97M-V with the def2-TZVPD basis set",
  "symbols": ["N", "Ga", "C", "C", "O", "C", "C", "F", "F", "F", "P", "O", "S", "O", "O", "C", "F", "F", "F", "H", "H", "H", "H", "H", "H", "H", "H", "H", "H", "Tm"],
  "xyz": [[1.411, 1.119, 0.372], [-0.201, 0.561, 1.222], [-1.193, -0.954, 0.290], [-0.535, -1.334, -1.089], [0.310, -2.497, -1.015], [1.658, -2.219, -1.172], [2.038, -1.725, -2.608], [2.044, -0.256, -2.750], [3.268, -2.112, -2.843], [1.240, -2.316, -3.544], [0.484, -0.318, 3.370], [-0.748, -0.517, 4.263], [-1.545, 2.379, 1.676], [-2.290, 2.058, 2.873], [-0.722, 3.563, 1.844], [-2.748, 2.780, 0.312], [-3.530, 3.771, 0.714], [-2.162, 3.160, -0.832], [-3.559, 1.729, 0.091], [1.450, 2.117, 0.183], [1.639, 0.595, -0.462], [-1.284, -1.843, 0.940], [-2.230, -0.650, 0.045], [-1.382, -1.618, -1.745], [-0.029, -0.423, -1.477], [2.085, -1.558, -0.383], [2.195, -3.183, -1.055], [1.305, -1.468, 3.237], [1.268, 0.725, 3.950], [1.762, 0.436, -4.405]],
  "forces_ev_per_a": [[-0.5929, -0.1697, 0.1173], [-0.5502, -0.3828, -1.7791], [0.5018, -0.1326, -0.4458], [-1.8772, -0.0822, 1.0563], [0.6191, 0.9912, -0.4660], [-0.2725, -0.1669, 0.7586], [0.0890, -5.2658, 2.8914], [1.2417, -3.3520, 7.0420], [0.0672, 1.2472, -0.8194], [0.7102, 2.4753, 0.1643], [-0.0621, 0.6230, 1.6763], [0.3939, -0.2533, -0.6121], [0.8943, 1.1523, 2.3317], [-0.6497, -0.6940, -0.7540], [0.1975, -0.1581, -1.1949], [-1.6257, 0.4736, 0.1744], [0.4445, 0.0313, 0.1391], [0.2826, -0.5457, 0.1217], [0.6988, -0.1217, -0.3070], [0.1778, -0.1273, 0.1600], [0.1175, 0.1891, 0.1006], [0.0680, 0.2477, -0.4780], [0.5015, 0.0777, 0.3832], [0.6759, 0.1601, -0.0153], [0.0673, -0.5609, -0.1201], [-0.1885, 0.0761, -0.6612], [-0.1738, 0.4702, -0.4138], [-0.1588, 0.2200, -0.0022], [0.0382, -0.4500, -0.2957], [-1.6353, 4.0282, -8.7525]],
  "total_charge": 2,
  "e_lumo_ev": [-10.36, -10.30],
  "spin_multiplicity": 3,
  "homo_lumo_gap_ha": [0.1439, 0.1448]
}

***

# 3
{
  "formula": "C15H23F9MgNO3P2",
  "method": "ωB97M-V with the def2-TZVPD basis set",
  "symbols": ["Mg", "P", "C", "C", "N", "C", "C", "C", "C", "C", "P", "H", "H", "H", "H", "H", "H", "H", "H", "O", "H", "H", "O", "H", "C", "H", "H", "H", "C", "H", "H", "H", "C", "H", "H", "H", "C", "H", "H", "H", "F", "C", "F", "F", "C", "O", "C", "F", "F", "F", "C", "F", "F", "F"],
  "xyz": [[-0.073, -0.283, -0.173], [2.234, 1.133, -0.189], [1.625, 2.299, -1.438], [0.309, 1.923, -2.106], [-0.537, 0.990, -1.621], [-1.771, 0.746, -2.139], [-2.126, 1.390, -3.303], [-1.238, 2.319, -3.867], [-0.026, 2.602, -3.259], [-2.750, -0.182, -1.483], [-2.607, -0.219, 0.385], [0.655, 3.359, -3.615], [-3.120, 1.174, -3.727], [-1.523, 2.848, -4.775], [-3.785, 0.131, -1.695], [-2.603, -1.225, -1.813], [1.457, 3.276, -1.006], [2.440, 2.431, -2.183], [0.117, 3.784, 0.406], [0.285, 4.606, 0.884], [0.083, 5.228, 0.147], [0.028, 1.401, 2.372], [-0.556, 1.707, 1.631], [-1.098, 2.441, 2.020], [-3.657, 1.184, 0.887], [-4.488, 1.341, 0.179], [-4.041, 1.010, 1.907], [-3.037, 2.100, 0.912], [-3.551, -1.726, 0.820], [-3.520, -1.838, 1.917], [-4.593, -1.660, 0.467], [-3.032, -2.598, 0.390], [3.386, 0.192, -1.225], [4.324, 0.733, -1.363], [3.606, -0.787, -0.797], [2.932, 0.016, -2.203], [3.300, 2.101, 0.916], [3.615, 1.486, 1.773], [4.194, 2.444, 0.377], [2.731, 2.964, 1.293], [2.609, -3.506, -0.313], [2.433, -3.160, 0.988], [2.908, -4.146, 1.811], [3.201, -2.047, 1.187], [0.913, -2.836, 1.222], [0.526, -1.871, 0.366], [0.057, -4.109, 0.895], [0.456, -5.215, 1.591], [-1.264, -3.886, 1.183], [0.127, -4.355, -0.436], [0.708, -2.429, 2.746], [0.998, -3.429, 3.627], [1.437, -1.318, 3.050], [-0.585, -2.034, 2.943]],
  "forces_ev_per_a": [[0.3229, 0.7331, 1.6537], [-0.4042, -0.9235, 0.3219], [0.1691, 0.0747, -0.5545], [-0.1609, -0.4751, -0.4702], [-0.1124, 0.0937, 0.2264], [0.6272, 0.8664, -0.7561], [-0.3648, 0.4549, -0.5223], [-0.4978, -0.0679, -0.2034], [-0.4639, 0.0746, -0.0888], [-0.3505, -0.3755, 0.8220], [0.1649, -0.6764, -0.3379], [-0.0898, 0.0242, -0.2792], [0.7214, 0.3103, 0.0544], [0.0585, -0.1412, 0.1633], [0.4316, -0.2300, -0.4061], [-0.1166, 0.3285, -0.0405], [0.1430, 0.3504, 0.2754], [-0.7139, 0.0457, 0.1438], [0.0117, -0.4166, 0.5299], [-0.3942, 0.3819, -1.4888], [0.2689, -0.0149, 1.0485], [-0.7171, 0.4706, -0.8084], [0.3454, 0.5649, 1.3008], [0.7686, -0.8865, -0.3816], [0.0993, 0.4751, 0.1061], [0.2164, -0.1182, 0.4056], [0.1020, 0.0685, -0.4623], [-0.4114, -0.3942, -0.0759], [-0.0311, 0.1115, -0.0305], [-0.1060, 0.0378, -0.4279], [0.3580, -0.1656, 0.1774], [-0.3256, 0.3565, 0.1240], [0.3263, -0.4197, -0.0963], [-0.0325, 0.0182, -0.0798], [0.0012, 0.1478, 0.0459], [-0.0065, 0.0153, 0.0194], [0.0614, 0.2663, 0.2139], [-0.1302, 0.1657, -0.3515], [-0.2468, 0.0042, 0.1877], [0.2263, -0.2102, -0.0569], [0.1138, -0.0013, 1.1985], [0.6096, -0.2889, -0.0104], [-0.4486, 1.2281, -1.2382], [-0.6017, -0.8734, 0.0028], [0.0026, -0.1716, 0.1047], [0.4685, -0.9263, 0.8626], [-0.2421, -0.7545, 0.1420], [-0.5865, 1.1554, -0.9851], [1.2094, -0.2843, -0.1919], [-0.1117, -0.1202, 1.1754], [-0.4860, 0.2141, 0.3461], [-0.3272, 1.4366, -1.0807], [-0.1622, -0.9941, -0.1454], [0.8141, -0.5450, -0.0813]],
  "total_charge": 1,
  "e_lumo_ev": -3.27,
  "e_above_lowest_kcal_mol": 0.00,
  "homo_lumo_gap_ha": 0.3337
}

***

# 4
{
  "formula": "C9H11N2O4",
  "method": "ωB97M-V with the def2-TZVPD basis set",
  "symbols": ["C", "C", "C", "C", "C", "C", "C", "C", "C", "N", "N", "O", "O", "O", "O", "H", "H", "H", "H", "H", "H", "H", "H", "H", "H", "H"],
  "xyz": [[3.989, 0.684, 0.435], [3.249, 1.489, -0.304], [3.626, -0.749, 0.581], [1.867, 1.114, -0.641], [-0.238, -2.351, -0.249], [-2.151, -0.485, 1.615], [-0.908, 0.039, -1.298], [-0.683, -0.357, 1.195], [-0.287, -0.733, -0.167], [2.386, -1.067, 0.083], [1.584, -0.138, -0.350], [0.633, -2.885, 0.453], [4.320, -1.645, 1.085], [1.124, 2.040, -0.963], [-1.161, -2.749, -0.997], [4.937, 0.925, 0.728], [3.491, 2.510, -0.561], [-2.471, 0.463, 1.825], [-2.410, -1.146, 2.411], [-2.613, -0.926, 0.773], [-1.479, -0.737, -1.967], [-1.573, 0.838, -0.978], [0.025, 0.316, -1.926], [-0.135, -1.003, 1.871], [-0.446, 0.764, 1.315], [1.893, -1.960, 0.269]],
  "forces_ev_per_a": [[-0.9454, -1.9230, -1.0093], [-0.4908, 0.1240, -0.1753], [-0.8231, -1.2797, 0.4655], [1.6757, 0.7424, 0.9220], [-1.4663, 2.0137, -1.8825], [1.0915, -1.7326, -1.5607], [0.9702, -2.2942, -2.6914], [1.0506, 2.1264, 2.0924], [1.5386, -0.2934, -1.1648], [3.4486, -0.0641, 1.2012], [-6.1302, -0.0668, -0.7543], [-0.2460, -0.9446, 0.0476], [0.2434, 0.9863, -0.2341], [-1.3150, 0.3662, -0.4707], [1.1800, -0.5885, 1.2410], [2.3314, 0.6737, 1.0285], [0.2228, 0.0665, 0.0780], [-1.4413, 2.2709, 0.4163], [0.5069, -0.4541, 0.8361], [-1.3207, -0.1061, -1.0034], [0.7752, 1.4420, 1.4166], [0.4199, 0.2486, -0.1847], [-2.3665, 0.2643, 0.7765], [0.7115, 0.4051, 0.2901], [0.1858, -1.6854, 0.1161], [0.1932, -0.2975, 0.2033]],
  "total_charge": -1,
  "e_lumo_ev": 3.48,
  "homo_lumo_gap_ha": 0.2950
}

***

# 5
{
  "formula": "C3H6NO2",
  "method": "ωB97M-V with the def2-TZVPD basis set",
  "symbols": ["C", "C", "N", "H", "H", "H", "H", "H", "O", "C", "O", "H"],
  "xyz": [[0.350, 2.059, -2.599], [0.030, 1.016, -1.814], [0.455, 0.636, -0.609], [1.259, 2.609, -2.378], [-0.261, 2.224, -3.472], [-0.716, 0.341, -2.217], [1.300, 1.104, -0.294], [0.265, -0.128, 0.096], [0.776, -0.979, 1.422], [-0.304, -1.623, 1.662], [-1.388, -1.207, 2.035], [-0.140, -2.721, 1.460]],
  "forces_ev_per_a": [[0.6149, -0.2028, 0.2365], [-1.3640, -1.0146, -0.2849], [1.7450, 0.4863, 0.9129], [-0.2703, 0.5187, -0.1356], [0.3723, 0.1023, -0.2345], [-0.5425, 0.0791, 0.1167], [-0.2911, 0.0759, 0.0959], [-0.0942, 0.3944, -1.0125], [-0.7222, -0.2200, 0.2472], [1.8789, -0.2687, -0.3579], [-0.8085, 0.1071, 0.2065], [-0.5181, -0.0577, 0.2097]],
  "total_charge": -1,
  "e_lumo_ev": 4.16,
  "e_above_lowest_kcal_mol": 27.09,
  "homo_lumo_gap_ha": 0.3024
}

***

# 6
{
  "formula": "C7H11N2O",
  "method": "ωB97M-V with the def2-TZVPD basis set",
  "symbols": ["C", "C", "C", "C", "C", "C", "C", "N", "N", "O", "H", "H", "H", "H", "H", "H", "H", "H", "H", "H", "H"],
  "xyz": [[-2.025, 1.287, 0.198], [-0.932, 2.160, 0.233], [-0.408, -0.566, 0.066], [-1.717, -0.072, 0.100], [0.581, 0.407, 0.095], [-0.137, -2.068, 0.112], [3.120, 0.262, -0.575], [0.295, 1.711, 0.055], [-2.793, -0.885, -0.180], [3.670, 0.000, 0.507], [-3.000, 1.756, 0.468], [-0.998, 3.253, 0.378], [-0.847, -2.559, -0.532], [0.894, -2.187, -0.286], [-0.116, -2.249, 1.128], [3.104, -0.540, -1.416], [3.032, 1.277, -0.901], [1.092, 2.309, -0.154], [-3.704, -0.545, 0.009], [-2.655, -1.899, -0.269], [3.542, -0.851, 0.962]],
  "forces_ev_per_a": [[1.6680, 2.8051, 1.5560], [-2.4292, 1.1032, -0.0633], [0.4856, 1.1126, 0.4415], [-2.3713, -1.2284, -1.3931], [2.4219, -1.9031, -1.7655], [1.4355, 2.6477, -2.2727], [-3.2463, -2.2877, -3.4844], [1.2801, -0.6042, 0.0530], [1.6389, -1.0445, 0.3899], [1.5477, 0.3109, 3.4210], [0.7164, -0.9456, -0.6536], [-0.3451, -0.7454, -0.2336], [-0.0477, -0.7359, 0.2264], [-0.7434, -0.2875, 0.1725], [-0.3793, -1.4523, 1.9899], [-0.4121, 1.3614, 1.5432], [0.3873, 0.5356, 0.1402], [-0.6997, 0.2641, 0.4991], [-0.6936, 0.0782, 0.0074], [-0.3745, 1.0149, 0.2677], [0.1609, 0.0008, -0.8417]],
  "total_charge": 1,
  "e_lumo_ev": [-4.10, -4.10],
  "e_above_lowest_kcal_mol": 72.59,
  "homo_lumo_gap_ha": [0.3048, 0.3048]
}

***

| no. | calculated total energy (Eh) |
| --- | --- |
| 1 | -715.543473 |
| 2 | -4900.060283 |
| 3 | -2647.394437 |
| 4 | -760.009901 |
| 5 | -323.175097 |
| 6 | -457.723344 |